# 1
The following is a quantum chemistry calculation of one molecule with the formula C22H23ClN4O2S, from OMol25.

Values from the calculation:
HOMO level: -8.02 eV
Multiplicity: 1
Frontier orbital gap: 8.450 eV

The geometry in XYZ format:
```
53
C22H23ClN4O2S (ωB97M-V/def2-TZVPD)
C -2.279 -3.133 2.226
C -1.689 -2.656 0.904
N -1.811 -1.216 0.754
C -0.888 -0.362 1.267
S 0.443 -1.094 2.149
C 1.460 0.375 2.498
C 2.710 0.257 1.642
O 3.312 -0.796 1.587
N 3.130 1.351 0.964
C 4.149 1.174 -0.052
C 3.539 1.558 -1.424
N 2.103 1.685 -1.370
C 1.272 0.594 -1.599
C -0.048 0.832 -1.997
C -0.895 -0.216 -2.293
C -0.464 -1.528 -2.187
C 0.839 -1.762 -1.783
Cl 1.393 -3.392 -1.606
C 1.711 -0.727 -1.500
C 1.661 2.709 -0.449
C 2.493 2.641 0.861
N -0.932 0.924 1.179
C -1.994 1.499 0.539
C -2.078 2.894 0.456
C -3.140 3.478 -0.196
C -4.141 2.698 -0.773
C -4.079 1.326 -0.688
C -3.009 0.715 -0.033
C -2.932 -0.737 0.061
O -3.744 -1.509 -0.403
H -2.178 -4.212 2.298
H -3.334 -2.877 2.275
H -1.761 -2.677 3.066
H -2.241 -3.100 0.073
H -0.633 -2.927 0.828
H 0.817 1.226 2.289
H 1.732 0.324 3.552
H 4.465 0.131 -0.019
H 5.012 1.807 0.181
H 3.929 2.532 -1.741
H 3.801 0.826 -2.187
H -0.399 1.848 -2.098
H -1.903 -0.012 -2.620
H -1.126 -2.348 -2.413
H 2.711 -0.961 -1.175
H 0.609 2.542 -0.225
H 1.776 3.699 -0.907
H 1.871 2.846 1.729
H 3.293 3.389 0.839
H -1.307 3.493 0.915
H -3.199 4.555 -0.260
H -4.965 3.175 -1.282
H -4.842 0.695 -1.117
```

Here are the Mulliken charges for atoms 1 to 6, given in e: -1.16, -1.23, 0.48, 0.20, -0.15, -0.36

# 2
The following is a quantum chemistry calculation of C22H23F10InN6O3 as an isolated structure, from OMol25.

Values from the calculation:
HOMO level: -7.18 eV
Multiplicity: 1
Frontier orbital gap: 7.366 eV

The geometry in XYZ format:
```
65
C22H23F10InN6O3 (ωB97M-V/def2-TZVPD)
In 0.911 -0.243 -0.602
C 2.546 -2.834 -1.875
N 1.460 -2.545 -0.944
C 0.187 -3.137 -1.402
C -0.529 -2.179 -2.352
N -0.838 -0.881 -1.760
C -2.129 -0.640 -1.359
C -2.639 0.666 -1.453
F -1.852 1.631 -1.972
C -3.895 1.042 -1.030
F -4.287 2.314 -1.150
C -4.759 0.098 -0.502
F -5.987 0.442 -0.101
C -4.323 -1.209 -0.415
F -5.130 -2.143 0.098
C -3.047 -1.558 -0.827
F -2.691 -2.847 -0.636
C 1.837 -2.964 0.413
C 0.819 -2.548 1.468
N 0.300 -1.207 1.234
C -0.727 -0.791 2.017
C -1.356 0.435 1.734
F -0.842 1.175 0.716
C -2.437 0.957 2.404
F -2.946 2.135 2.028
C -2.985 0.263 3.468
F -4.037 0.743 4.141
C -2.391 -0.932 3.821
F -2.870 -1.618 4.863
C -1.299 -1.438 3.133
F -0.795 -2.595 3.614
H 2.764 -3.909 -1.900
H 2.278 -2.512 -2.881
H 3.446 -2.300 -1.568
H 0.376 -4.106 -1.883
H -0.442 -3.310 -0.535
H 0.125 -2.001 -3.216
H -1.423 -2.666 -2.749
H 1.968 -4.054 0.458
H 2.800 -2.500 0.628
H 0.000 -3.275 1.485
H 1.322 -2.632 2.435
C 0.231 3.826 2.294
O -0.131 4.304 0.993
C 0.402 3.621 -0.033
O 1.167 2.690 0.095
N -0.041 4.147 -1.204
N 0.343 3.558 -2.408
H -0.266 4.490 2.994
H 1.310 3.866 2.428
H -0.112 2.804 2.435
H -0.864 4.729 -1.157
H 0.602 4.279 -3.066
H -0.404 2.986 -2.785
N 5.111 0.878 0.620
C 3.888 0.610 0.119
O 3.126 -0.159 0.699
C 3.511 1.322 -1.161
C 2.365 0.659 -1.903
H 5.357 0.510 1.523
H 5.713 1.551 0.181
H 4.409 1.433 -1.778
H 3.207 2.325 -0.853
H 2.735 -0.145 -2.542
H 1.861 1.388 -2.533
```

Here are the Mulliken charges for atoms 1 to 6, given in e: 1.65, -1.36, 0.58, -0.68, -1.04, -0.25

# 3
The following is a quantum chemistry calculation of a 2-piece molecular cluster, C22H23F2N2S overall in a non-equilibrium geometry, from OMol25.

Values from the calculation:
Total charge: +1
HOMO level: -10.55 eV
Multiplicity: 1
Frontier orbital gap: 4.847 eV

The geometry in XYZ format:
```
50
C22H23F2N2S (ωB97M-V/def2-TZVPD)
C -1.244 2.442 2.846
C -0.566 2.206 1.494
N -1.274 1.339 0.646
C -2.565 1.428 0.637
N -3.288 2.296 1.481
C -2.639 2.993 2.607
C -4.744 2.531 1.386
C -5.495 1.276 0.964
C -5.078 0.880 -0.446
S -3.387 0.332 -0.520
H -1.316 1.493 3.392
H -0.649 3.119 3.478
H -0.445 3.164 0.968
H 0.445 1.794 1.627
H -3.266 2.890 3.500
H -2.602 4.061 2.365
H -5.113 2.909 2.346
H -4.893 3.336 0.658
H -5.244 0.461 1.657
H -6.583 1.417 1.042
H -5.715 0.091 -0.856
H -5.169 1.735 -1.121
F 6.514 -3.697 0.354
C 5.245 -3.898 0.787
C 5.005 -4.719 1.876
C 3.714 -4.917 2.324
C 2.663 -4.260 1.724
C 2.872 -3.390 0.641
C 1.791 -2.603 0.123
C 1.891 -1.811 -1.004
C 1.003 -0.825 -1.380
C 1.220 0.046 -2.494
C 2.208 -0.193 -3.465
C 2.438 0.698 -4.488
F 3.396 0.443 -5.413
C 1.685 1.859 -4.568
C 0.708 2.118 -3.627
C 0.469 1.227 -2.610
C 4.190 -3.265 0.164
H 5.840 -5.198 2.358
H 3.529 -5.590 3.145
H 1.660 -4.407 2.082
H 0.883 -2.564 0.700
H 2.779 -1.921 -1.596
H 0.168 -0.607 -0.735
H 2.798 -1.089 -3.449
H 1.884 2.547 -5.371
H 0.136 3.030 -3.687
H -0.269 1.441 -1.857
H 4.413 -2.649 -0.685
```

Here are the Mulliken charges for atoms 1 to 6, given in e: -0.72, -0.77, -0.24, 0.21, 0.22, -0.64

# 4
The following is a quantum chemistry calculation of a 5-piece molecular cluster, C22H23F32N4O10P2S overall, from OMol25.

Values from the calculation:
Total charge: +1
HOMO level: -12.65 eV
Multiplicity: 1
Frontier orbital gap: 7.644 eV

The geometry in XYZ format:
```
94
C22H23F32N4O10P2S (ωB97M-V/def2-TZVPD)
O -4.867 -4.008 2.086
S -6.075 -3.842 1.331
O -7.189 -4.730 1.375
C -6.732 -2.217 1.848
N -5.641 -1.275 2.014
N -5.165 -0.844 3.131
N -4.139 -0.053 2.884
C -3.957 0.001 1.555
P -2.719 0.812 0.499
P -1.370 -0.929 0.405
O -0.257 -0.663 -0.501
O -2.417 -2.067 -0.015
O -0.956 -1.365 1.873
N -4.931 -0.746 1.004
O -5.197 -1.011 -0.286
H -5.736 -3.606 0.041
H -7.158 -2.385 2.839
H -7.474 -1.835 1.144
H -2.081 1.642 1.432
H -2.616 -2.037 -0.966
H -1.695 -1.413 2.492
H -5.833 -0.337 -0.593
C 3.030 2.495 0.442
C 2.427 2.346 -0.963
C 2.355 0.939 -1.560
F 3.590 0.428 -1.734
F 1.756 1.012 -2.770
F 3.033 3.185 -1.820
F 1.116 2.740 -0.846
O 4.371 2.934 0.518
C 5.427 2.068 0.546
C 6.376 2.319 -0.630
F 5.739 2.128 -1.798
F 7.411 1.446 -0.570
F 5.037 0.784 0.598
F 6.134 2.320 1.669
H 2.460 3.304 0.897
H 2.858 1.602 1.043
H 1.769 0.276 -0.923
H 6.758 3.341 -0.598
C -9.927 2.255 3.385
C -9.494 0.865 3.867
C -8.003 0.640 4.115
F -7.302 0.795 2.956
F -7.808 -0.643 4.499
F -9.938 -0.084 3.015
F -10.083 0.661 5.074
O -10.129 2.381 1.990
C -9.128 2.741 1.137
C -8.886 1.662 0.070
F -8.507 0.493 0.651
F -7.876 2.059 -0.734
F -7.984 3.040 1.780
F -9.517 3.843 0.472
H -10.912 2.408 3.823
H -9.277 3.037 3.778
H -7.599 1.316 4.871
H -9.790 1.499 -0.518
C 9.723 4.736 -0.923
C 9.322 4.391 -2.367
C 9.555 2.954 -2.836
F 10.868 2.657 -2.829
F 9.103 2.824 -4.103
F 9.890 5.256 -3.227
F 7.964 4.576 -2.427
O 10.956 5.398 -0.740
C 12.127 4.725 -0.520
C 13.170 5.055 -1.596
F 12.720 4.683 -2.808
F 14.299 4.368 -1.326
F 11.943 3.401 -0.403
F 12.634 5.165 0.653
H 8.981 5.468 -0.605
H 9.623 3.869 -0.268
H 9.020 2.241 -2.204
H 13.381 6.126 -1.597
C 0.131 -4.867 -1.792
C -1.335 -4.698 -2.215
C -2.423 -5.009 -1.186
F -2.446 -6.299 -0.835
F -3.633 -4.699 -1.741
F -1.582 -5.359 -3.354
F -1.506 -3.350 -2.466
O 0.772 -6.049 -2.209
C 0.772 -7.185 -1.440
C 0.136 -8.363 -2.189
F -1.146 -8.072 -2.490
F 0.154 -9.443 -1.383
F 0.181 -6.988 -0.249
F 2.055 -7.519 -1.204
H 0.659 -4.069 -2.316
H 0.258 -4.684 -0.724
H -2.301 -4.393 -0.295
H 0.690 -8.572 -3.105
```

Here are the Mulliken charges for atoms 1 to 6, given in e: -0.53, 1.10, -0.62, -0.82, 1.31, -0.46

# 5
The following is a quantum chemistry calculation of a 2-piece molecular cluster, C22H23F4OSi overall in a non-equilibrium geometry, from OMol25.

Values from the calculation:
Total charge: +1
HOMO level: -10.86 eV
Multiplicity: 1
Frontier orbital gap: 4.305 eV

The geometry in XYZ format:
```
51
C22H23F4OSi (ωB97M-V/def2-TZVPD)
C 2.375 5.503 2.277
Si 0.812 4.709 1.616
C -0.143 3.785 2.929
C -0.197 5.961 0.661
O 1.278 3.603 0.446
C 1.120 2.236 0.353
C 0.078 1.722 -0.369
C 2.115 1.427 1.016
C 3.220 1.913 1.624
H 2.116 6.235 3.055
H 3.063 4.768 2.713
H 2.911 6.035 1.478
H -0.509 4.500 3.682
H -1.010 3.255 2.505
H 0.490 3.042 3.439
H -0.617 6.729 1.322
H 0.427 6.461 -0.091
H -1.026 5.473 0.134
H -0.018 0.650 -0.470
H -0.618 2.380 -0.892
H 1.917 0.347 0.965
H 3.829 1.241 2.236
H 3.603 2.928 1.472
F -5.029 -0.539 -0.133
C -3.837 -0.593 0.559
C -3.743 0.111 1.759
C -2.508 0.055 2.406
F -2.335 0.824 3.542
C -1.445 -0.711 1.954
C -1.544 -1.398 0.707
C -0.418 -2.100 0.169
C -0.491 -3.020 -0.890
C 0.567 -3.785 -1.361
C 0.539 -4.610 -2.539
C 1.659 -5.424 -2.883
C 1.624 -6.211 -4.023
F 2.731 -6.974 -4.342
C 0.525 -6.267 -4.886
C -0.569 -5.477 -4.526
F -1.681 -5.509 -5.343
C -0.595 -4.663 -3.400
C -2.798 -1.348 0.026
H -4.575 0.684 2.154
H -0.521 -0.786 2.527
H 0.545 -1.963 0.672
H -1.468 -3.169 -1.355
H 1.501 -3.790 -0.794
H 2.536 -5.415 -2.235
H 0.521 -6.883 -5.775
H -1.475 -4.060 -3.176
H -2.931 -1.881 -0.913
```

Here are the Mulliken charges for atoms 1 to 6, given in e: -1.00, 0.25, -0.82, -1.01, -0.43, 1.08

# 6
The following is a quantum chemistry calculation of one molecule with the formula C22H23N3O2S in a non-equilibrium geometry, from OMol25.

Values from the calculation:
HOMO level: -8.46 eV
Multiplicity: 1
Frontier orbital gap: 9.042 eV

The geometry in XYZ format:
```
51
C22H23N3O2S (ωB97M-V/def2-TZVPD)
O 2.709 0.866 2.202
S 2.945 -0.550 2.129
O 4.088 -1.080 2.820
N 3.115 -1.037 0.531
C 2.580 -0.143 -0.474
C 1.142 -0.554 -0.841
C 0.690 0.180 -2.087
C 0.781 1.561 -2.230
C 0.271 2.161 -3.369
C -0.306 1.357 -4.339
N -0.358 0.041 -4.241
C 0.130 -0.522 -3.152
N 0.259 -0.439 0.312
C -0.926 -1.270 0.270
C -2.015 -0.782 -0.698
C -2.101 0.719 -0.765
C -3.073 1.315 -1.559
C -3.164 2.690 -1.658
C -2.280 3.491 -0.954
C -1.302 2.907 -0.172
C -1.196 1.525 -0.080
C -0.109 0.892 0.751
C 1.509 -1.438 2.703
C 0.652 -0.830 3.598
C -0.414 -1.553 4.111
C -0.599 -2.872 3.730
C 0.277 -3.475 2.841
C 1.344 -2.756 2.327
H 4.073 -1.311 0.383
H 2.603 0.880 -0.087
H 3.194 -0.192 -1.376
H 1.175 -1.626 -1.073
H 1.244 2.166 -1.466
H 0.320 3.231 -3.498
H -0.733 1.777 -5.240
H 0.078 -1.605 -3.129
H -0.632 -2.293 0.020
H -1.328 -1.282 1.288
H -2.981 -1.187 -0.385
H -1.823 -1.157 -1.707
H -3.762 0.686 -2.105
H -3.924 3.137 -2.282
H -2.349 4.566 -1.022
H -0.602 3.525 0.373
H 0.775 1.527 0.794
H -0.468 0.790 1.785
H 0.836 0.194 3.881
H -1.094 -1.090 4.810
H -1.428 -3.436 4.133
H 0.132 -4.506 2.555
H 2.047 -3.196 1.640
```

Here are the Mulliken charges for atoms 1 to 6, given in e: -0.63, 1.42, -0.80, -0.31, -1.33, -0.07

# 7
The following is a quantum chemistry calculation of one molecule with the formula C22H23N3O5, from OMol25.

Values from the calculation:
HOMO level: -7.47 eV
Multiplicity: 1
Frontier orbital gap: 8.202 eV

The geometry in XYZ format:
```
53
C22H23N3O5 (ωB97M-V/def2-TZVPD)
C -5.527 1.480 1.013
C -4.343 0.619 1.353
O -3.885 0.470 2.453
O -3.845 0.060 0.234
C -2.721 -0.752 0.270
C -2.501 -1.694 1.263
C -1.365 -2.481 1.194
C -0.456 -2.335 0.164
C -0.688 -1.392 -0.832
N 0.248 -1.213 -1.881
C 0.517 0.024 -2.468
O 0.022 1.067 -2.141
C 1.499 -0.220 -3.591
C 2.157 -1.536 -3.206
N 3.337 -1.331 -2.356
C 3.062 -0.615 -1.152
C 2.740 -1.270 0.034
C 2.314 -0.565 1.136
C 2.187 0.831 1.102
N 1.694 1.495 2.215
C 0.478 0.997 2.838
C -0.750 1.610 2.151
O -0.722 3.019 2.206
C 0.443 3.521 1.588
C 1.695 2.945 2.262
C 2.648 1.484 -0.045
C 3.074 0.773 -1.148
C 1.073 -2.218 -2.372
O 0.996 -3.389 -2.108
C -1.830 -0.605 -0.785
H -6.147 1.613 1.894
H -6.096 1.038 0.200
H -5.160 2.453 0.691
H -3.201 -1.809 2.074
H -1.185 -3.220 1.959
H 0.418 -2.961 0.126
H 0.936 -0.327 -4.521
H 2.197 0.604 -3.703
H 2.463 -2.149 -4.056
H 3.735 -2.240 -2.135
H 2.813 -2.349 0.082
H 2.070 -1.103 2.039
H 0.420 -0.087 2.770
H 0.491 1.290 3.893
H -1.670 1.300 2.649
H -0.769 1.278 1.100
H 0.403 4.607 1.697
H 0.436 3.258 0.519
H 2.606 3.338 1.813
H 1.682 3.230 3.320
H 2.647 2.560 -0.109
H 3.409 1.307 -2.023
H -2.037 0.132 -1.543
```

Here are the Mulliken charges for atoms 1 to 6, given in e: -1.24, 0.84, -0.56, -0.41, 0.21, -0.18

# 8
The following is a quantum chemistry calculation of one molecule with the formula C22H23N5O2, from OMol25.

Values from the calculation:
HOMO level: -8.12 eV
Multiplicity: 1
Frontier orbital gap: 8.476 eV

The geometry in XYZ format:
```
52
C22H23N5O2 (ωB97M-V/def2-TZVPD)
C 0.234 -4.720 -6.063
O -0.904 -4.298 -5.353
C -0.735 -3.769 -4.112
C -1.932 -3.373 -3.468
C -1.904 -2.827 -2.222
C -0.681 -2.642 -1.539
C -0.621 -2.081 -0.251
C 0.581 -1.907 0.395
C 0.652 -1.314 1.723
N 1.448 -1.818 2.699
N 1.377 -1.126 3.831
C 0.537 -0.140 3.590
C 0.034 -0.201 2.279
C -0.855 0.803 1.625
N -0.109 2.022 1.369
C 0.937 1.892 0.373
C 1.342 3.339 0.119
C 0.012 4.101 0.203
C -0.945 3.138 0.942
C -1.583 3.769 2.127
N -2.842 4.096 2.192
O -3.045 4.632 3.405
N -1.912 4.642 4.125
C -0.977 4.121 3.382
C 0.429 3.950 3.801
C 1.772 -2.316 -0.246
C 1.740 -2.864 -1.495
C 0.520 -3.041 -2.180
C 0.469 -3.604 -3.472
H 0.921 -3.888 -6.249
H 0.764 -5.518 -5.534
H -0.135 -5.101 -7.014
H -2.858 -3.520 -4.002
H -2.821 -2.527 -1.737
H -1.544 -1.809 0.240
H 2.012 -2.652 2.650
H 0.307 0.578 4.352
H -1.681 1.054 2.299
H -1.277 0.395 0.691
H 1.754 1.285 0.767
H 0.564 1.418 -0.552
H 1.833 3.468 -0.843
H 2.020 3.671 0.904
H -0.380 4.325 -0.788
H 0.122 5.042 0.740
H -1.749 2.810 0.260
H 1.035 4.758 3.393
H 0.498 3.977 4.885
H 0.805 3.007 3.412
H 2.716 -2.171 0.260
H 2.657 -3.168 -1.979
H 1.400 -3.896 -3.932
```

Here are the Mulliken charges for atoms 1 to 6, given in e: -0.82, -0.45, 0.77, -0.68, -0.85, 0.26